Entry 1:
Formula: C39H35ClN2RuSi2
Source: OMol25
Level of theory: ωB97M-V/def2-TZVPD

Cartesian coordinates (Å):
C -1.797 -0.608 3.742
C -2.048 -0.092 2.428
C -1.523 -1.050 1.476
H -2.697 0.751 2.165
C -0.709 -2.009 2.251
C -0.983 -1.746 3.644
H -0.594 -2.350 4.468
H -2.174 -0.183 4.667
H -1.797 -1.125 0.428
H -0.260 -2.909 1.818
Ru 0.188 -0.097 1.911
Si 2.493 1.119 -0.169
C 0.968 2.204 -0.582
C 1.132 3.556 -0.932
H 2.130 3.991 -1.075
C 0.010 4.386 -1.093
H 0.137 5.454 -1.281
C -1.288 3.869 -0.999
H -2.164 4.497 -1.165
C -1.473 2.525 -0.694
H -2.479 2.108 -0.586
C -0.358 1.714 -0.494
H -0.588 0.663 -0.167
C -1.394 -1.831 -1.567
C -2.754 -1.888 -1.950
H -3.297 -1.000 -2.283
C -3.386 -3.134 -1.869
H -4.446 -3.229 -2.074
C -2.688 -4.287 -1.509
H -3.176 -5.259 -1.524
C -1.397 -4.180 -0.984
H -0.887 -5.056 -0.597
C -0.802 -2.928 -0.876
H 0.111 -2.783 -0.285
H 1.427 -0.097 0.271
Si -0.124 -0.552 -2.079
C 0.734 -1.631 -3.387
C 0.038 -1.647 -4.607
H -0.647 -0.830 -4.863
C 0.108 -2.758 -5.448
H -0.503 -2.770 -6.354
C 0.943 -3.828 -5.111
H 0.958 -4.715 -5.748
C 1.725 -3.771 -3.945
H 2.393 -4.592 -3.675
C 1.656 -2.651 -3.104
H 2.248 -2.589 -2.192
C -0.252 0.950 -3.282
C -1.547 1.184 -3.757
H -2.319 0.443 -3.543
C -1.869 2.335 -4.488
H -2.910 2.471 -4.804
C -0.875 3.268 -4.792
H -1.133 4.179 -5.335
C 0.446 3.021 -4.396
H 1.240 3.747 -4.630
C 0.753 1.859 -3.672
H 1.793 1.710 -3.364
H 3.806 1.178 -0.866
Cl 2.946 1.494 1.798
C -0.350 3.739 4.135
C 0.451 3.580 5.269
C 1.142 2.385 5.448
C 1.022 1.372 4.491
N 0.211 1.532 3.406
C -0.479 2.683 3.231
C 1.752 0.101 4.527
C 2.601 -0.260 5.576
C 3.235 -1.493 5.543
C 3.043 -2.320 4.440
C 2.236 -1.890 3.393
N 1.568 -0.721 3.452
H -0.892 4.664 3.954
H 0.543 4.365 6.025
H 1.793 2.177 6.293
H -1.116 2.756 2.339
H 2.735 0.429 6.407
H 3.868 -1.819 6.363
H 3.490 -3.307 4.353
H 2.100 -2.474 2.482

The energy above the lowest of the compared OMol25 structures with the same formula, charge and spin comes out at 40.0 kcal/mol. Its spin multiplicity is 5. Its charge is +2. For the gap between HOMO and LUMO (alpha / beta), the calculation gives 6.60 / 3.06 eV. The calculation puts the HOMO energy (alpha / beta) at -11.90 / -12.25 eV. The calculation puts the lowest unoccupied orbital energy (alpha / beta) at -0.1948 / -0.3378 Eh.



Entry 2:
Formula: C33H58N8O9
Source: OMol25
Level of theory: ωB97M-V/def2-TZVPD

Cartesian coordinates (Å):
C -1.937 -3.092 -0.033
O -0.660 -3.084 -0.771
C -0.778 -2.916 -2.046
O -1.765 -2.610 -2.721
O 0.358 -3.201 -2.616
C 0.362 -3.062 -4.111
H -2.684 -3.729 -0.577
H -2.393 -2.104 0.146
H -1.716 -3.533 0.904
H 1.105 -3.766 -4.459
H 0.669 -2.068 -4.395
H -0.618 -3.367 -4.416
C -5.841 -3.076 -1.575
O -5.190 -2.932 -0.332
C -5.333 -1.816 0.352
O -4.426 -1.411 1.047
O -6.517 -1.238 0.096
C -6.615 0.079 0.719
H -5.842 -4.122 -1.761
H -5.160 -2.736 -2.376
H -6.839 -2.732 -1.728
H -6.652 0.112 1.790
H -7.564 0.482 0.354
H -5.866 0.794 0.424
C 1.170 5.123 3.781
O 0.579 3.851 4.037
C 1.307 2.803 3.647
O 0.892 1.674 3.811
O 2.454 3.049 3.054
C 2.951 1.998 2.234
H 0.390 5.819 4.109
H 1.429 5.341 2.661
H 2.028 5.392 4.382
H 2.192 1.762 1.495
H 3.209 1.171 2.909
H 3.871 2.459 1.815
C 3.922 0.148 -5.655
C 4.756 0.965 -4.682
C 4.796 0.416 -3.264
C 5.462 -0.925 -3.100
N 6.059 -1.896 -2.984
H 4.091 0.527 -6.664
H 2.835 0.293 -5.391
H 4.256 -0.903 -5.723
H 4.367 1.932 -4.671
H 5.839 1.139 -5.050
H 3.838 0.280 -2.852
H 5.381 1.106 -2.692
C -1.368 1.692 -3.131
C -2.395 0.568 -3.190
C -3.222 0.455 -1.848
C -3.911 1.661 -1.373
N -4.517 2.518 -0.930
H -0.730 1.468 -2.268
H -1.965 2.622 -3.226
H -0.692 1.729 -3.979
H -1.966 -0.413 -3.198
H -3.152 0.710 -4.002
H -2.519 0.149 -1.009
H -3.966 -0.329 -1.941
C 3.778 -3.845 -0.456
C 4.942 -3.490 0.517
C 5.690 -2.156 0.214
C 4.886 -0.944 0.438
N 4.211 -0.082 0.607
H 3.174 -3.051 -0.816
H 3.138 -4.593 0.020
H 4.198 -4.275 -1.376
H 5.563 -4.424 0.379
H 4.512 -3.461 1.537
H 6.041 -2.072 -0.809
H 6.580 -2.073 0.895
C -2.594 -0.234 4.352
C -2.766 1.113 3.667
C -4.122 1.249 2.934
C -5.257 0.805 3.659
N -6.178 0.669 4.324
H -3.502 -0.293 5.006
H -1.706 -0.312 4.918
H -2.710 -1.029 3.631
H -1.951 1.340 2.977
H -2.766 1.907 4.351
H -4.022 0.577 2.020
H -4.337 2.325 2.642
C -2.111 4.165 0.690
C -1.580 2.859 0.310
N -1.059 1.829 0.187
H -3.184 4.050 0.857
H -1.982 4.901 -0.104
H -1.678 4.418 1.614
C 2.830 3.040 -1.464
C 2.118 3.717 -0.368
N 1.628 4.403 0.402
H 2.374 2.136 -1.850
H 3.875 2.841 -1.222
H 2.835 3.778 -2.242
C 1.136 -1.861 5.221
C 2.156 -2.092 4.228
N 3.043 -2.250 3.500
H 0.146 -1.971 4.697
H 1.074 -0.879 5.752
H 1.154 -2.651 5.950
C 1.105 -1.072 0.636
C 1.123 -0.579 -0.730
N 1.138 -0.117 -1.774
H 2.125 -1.133 1.079
H 0.649 -2.069 0.784
H 0.513 -0.338 1.192

The SMILES is COC(=O)OC.COC(=O)OC.COC(=O)OC.CCCC#N.CCCC#N.CCCC#N.CCCC#N.CC#N.CC#N.CC#N.CC#N. For the gap between HOMO and LUMO, the calculation gives 10.99 eV. The calculation puts the HOMO energy at -10.46 eV. The calculation puts the lowest unoccupied orbital energy at 0.0198 Eh.



Entry 3:
Formula: C10H20O14RbS2
Source: OMol25
Level of theory: ωB97M-V/def2-TZVPD

Cartesian coordinates (Å):
Rb -0.476 1.579 1.312
S 1.891 3.578 2.781
O 3.093 4.023 2.072
O 0.723 4.196 2.175
O 1.762 2.113 2.761
O 1.944 4.036 4.162
C -2.732 -2.891 3.034
C -3.273 -1.681 2.386
O -3.354 -1.937 0.991
C -3.213 -0.903 0.187
O -2.874 0.271 0.490
O -3.474 -1.344 -1.056
C -3.308 -0.457 -2.079
H -1.812 -3.187 2.530
H -3.341 -3.774 2.842
H -2.621 -2.720 4.105
H -2.579 -0.871 2.614
H -4.236 -1.399 2.812
H -3.993 0.377 -1.928
H -3.636 -1.035 -2.944
H -2.308 -0.063 -2.259
C 3.765 2.997 -1.043
C 2.429 2.228 -0.971
O 2.177 1.378 -2.093
C 0.916 1.025 -2.383
O -0.035 1.061 -1.587
O 0.893 0.518 -3.676
C -0.351 0.133 -4.338
H 3.712 3.694 -1.880
H 4.665 2.399 -1.187
H 3.866 3.588 -0.133
H 1.601 2.868 -0.667
H 2.503 1.649 -0.051
H -0.028 -0.544 -5.128
H -0.827 1.028 -4.740
H -0.903 -0.578 -3.723
C 1.431 -0.989 1.158
C 2.277 -2.240 1.046
O 1.640 -2.996 0.028
S 0.085 -2.543 -0.240
O -0.758 -3.709 0.134
O -0.078 -1.938 -1.580
O 0.060 -1.375 0.956
H 1.597 -0.335 0.302
H 1.629 -0.348 2.017
H 2.218 -2.789 1.986
H 3.330 -2.093 0.805

The energy above the lowest of the compared OMol25 structures with the same formula, charge and spin comes out at 0.0 kcal/mol. Its charge is -1. For the gap between HOMO and LUMO, the calculation gives 5.07 eV. The calculation puts the HOMO energy at -3.16 eV. The calculation puts the lowest unoccupied orbital energy at 0.0702 Eh.



Entry 4:
Formula: C3H4NO
Source: OMol25
Level of theory: ωB97M-V/def2-TZVPD

Cartesian coordinates (Å):
C 1.649 -0.441 0.006
C -0.104 0.708 0.650
C -0.539 0.069 -0.532
N 0.961 -0.738 -0.999
O 1.083 0.419 0.974
H 2.654 -0.751 0.270
H -0.689 1.409 1.238
H -1.264 -0.750 -0.478
H -0.793 0.650 -1.427

The energy above the lowest of the compared OMol25 structures with the same formula, charge and spin comes out at 34.7 kcal/mol. Its charge is +1. For the gap between HOMO and LUMO, the calculation gives 10.11 eV. The calculation puts the HOMO energy at -17.08 eV. The calculation puts the lowest unoccupied orbital energy at -0.2562 Eh.



| no. | electronic energy (hartree) |
| --- | --- |
| 1 | -2749.9827 |
| 2 | -2407.3231 |
| 3 | -2266.9191 |
| 4 | -246.3368 |